Entry 1:
Formula: C29H34N6PdS
Source: OMol25
Level of theory: ωB97M-V/def2-TZVPD

Last column: Löwdin charge in e.
Element x y z (Å)
Pd 0.32 0.23 -0.14  0.859
C 0.34 3.60 -2.09  -0.186
C 1.02 2.23 -2.13  -0.181
C 0.37 1.21 -3.08  -0.191
N -0.04 0.06 -2.32  -0.011
C -0.97 -0.80 -2.65  -0.189
C -1.83 -0.61 -3.77  0.032
C -2.70 -1.47 -4.39  -0.034
C -2.82 -2.85 -4.22  -0.019
C -2.21 -3.63 -3.24  -0.033
C -1.52 -3.22 -2.12  0.033
C -1.11 -1.93 -1.69  -0.181
N -0.72 -1.68 -0.47  0.006
C -0.75 -2.62 0.62  -0.192
C 0.41 -2.41 1.59  -0.168
C 0.17 -1.32 2.66  -0.202
N -0.17 -0.05 2.07  -0.011
C -1.17 0.69 2.48  -0.200
C -2.10 0.32 3.50  0.027
C -2.90 1.10 4.29  -0.034
C -2.94 2.49 4.40  -0.020
C -2.39 3.41 3.51  -0.032
C -1.80 3.16 2.30  0.026
C -1.39 1.93 1.71  -0.207
N -1.16 1.80 0.42  -0.002
C -1.52 2.84 -0.52  -0.196
C -0.39 3.87 -0.78  -0.171
H 1.09 4.39 -2.24  0.120
H -0.38 3.70 -2.91  0.115
H 2.08 2.34 -2.38  0.117
H 0.98 1.76 -1.09  0.020
H -0.46 1.67 -3.63  0.109
H 1.09 0.88 -3.84  0.145
H -1.81 0.39 -4.18  0.111
H -3.30 -1.04 -5.18  0.124
H -3.45 -3.38 -4.93  0.125
H -2.37 -4.69 -3.32  0.125
H -1.26 -4.02 -1.45  0.109
H -1.71 -2.52 1.15  0.143
H -0.69 -3.65 0.25  0.112
H 0.57 -3.34 2.13  0.126
H 1.32 -2.20 1.02  0.051
H -0.59 -1.69 3.36  0.108
H 1.10 -1.20 3.23  0.135
H -2.19 -0.75 3.69  0.111
H -3.52 0.56 5.00  0.124
H -3.48 2.89 5.24  0.125
H -2.53 4.46 3.76  0.125
H -1.58 4.03 1.70  0.115
H -1.77 2.34 -1.45  0.117
H -2.42 3.36 -0.16  0.123
H -0.81 4.87 -0.81  0.121
H 0.32 3.84 0.05  0.117
N 2.89 1.20 1.63  0.103
C 3.60 0.52 0.71  -0.760
S 2.75 -0.42 -0.43  0.753
N 4.92 0.63 0.74  0.081
C 5.91 0.02 -0.08  -0.245
C 7.14 -0.22 0.53  -0.021
C 8.14 -0.86 -0.18  -0.059
C 7.94 -1.24 -1.49  -0.061
C 6.73 -0.95 -2.11  -0.060
C 5.71 -0.32 -1.41  -0.066
H 1.90 0.98 1.74  0.045
H 3.35 1.70 2.38  0.122
H 5.32 1.13 1.53  0.162
H 7.30 0.08 1.55  0.116
H 9.08 -1.05 0.31  0.114
H 8.72 -1.75 -2.04  0.113
H 6.57 -1.22 -3.14  0.112
H 4.79 -0.08 -1.91  0.056

## Properties
2S+1   5
Net charge   +2
LUMO (spin up / spin down)   -0.1985 / -0.2795 hartree

Entry 2:
Formula: CH5N4O2
Source: OMol25
Level of theory: ωB97M-V/def2-TZVPD

Last column: Löwdin charge in e.
Element x y z (Å)
C 0.79 -0.13 0.01  -0.469
N -3.27 -0.08 1.19  0.183
N 1.69 -0.63 0.84  0.232
N 0.94 1.18 -0.36  0.203
N -0.19 -0.85 -0.41  0.102
O -1.20 -0.21 -1.05  0.024
O -3.19 0.25 0.10  0.030
H 2.49 -0.12 1.00  0.095
H 1.53 -1.51 1.37  0.173
H 1.82 1.61 -0.23  0.107
H 0.24 1.51 -1.13  0.182
H -1.65 -1.02 -1.33  0.139

## Properties
Net charge   +1
Relative energy (zero: lowest compared OMol25 entry of this formula, charge and spin)   66.6 kcal/mol
LUMO (spin up / spin down)   -0.1497 / -0.2683 hartree

Entry 3:
Formula: C35H52P4PtS
Source: OMol25
Level of theory: ωB97M-V/def2-TZVPD

Last column: Löwdin charge in e.
Element x y z (Å)
Pt 0.35 0.81 -1.24  0.532
P 2.03 1.63 0.31  0.734
P -1.42 2.14 -0.64  0.668
P 1.23 2.08 -2.99  0.657
H 0.02 -1.76 0.14  0.015
C 0.80 -1.92 -0.66  -0.107
C 2.05 -1.37 -0.74  -0.088
H 2.74 -1.11 0.08  0.059
C 2.52 0.92 1.94  -0.236
C 1.86 3.38 0.86  -0.219
C 3.72 1.63 -0.44  -0.226
C -2.91 1.34 -1.31  -0.224
C -1.73 2.36 1.13  -0.224
C -1.41 3.85 -1.27  -0.198
C 2.62 1.25 -3.84  -0.230
C 1.82 3.77 -2.68  -0.222
C -0.12 2.35 -4.22  -0.270
H 0.31 -2.45 -1.50  0.060
H 2.49 -1.21 -1.74  0.052
H 2.63 -0.16 1.84  0.021
H 1.72 1.08 2.69  0.009
H 3.46 1.31 2.39  0.098
H 0.91 3.51 1.39  0.021
H 1.85 4.06 0.01  0.030
H 2.65 3.71 1.55  0.090
H 3.86 0.69 -1.00  0.037
H 4.54 1.68 0.29  0.087
H 3.85 2.45 -1.15  0.034
H -3.74 1.99 -1.01  0.081
H -3.03 0.34 -0.86  0.042
H -2.84 1.26 -2.40  0.052
H -2.69 2.89 1.22  0.096
H -0.94 2.97 1.59  0.039
H -1.79 1.39 1.63  -0.011
H -2.36 4.29 -0.96  0.087
H -1.32 3.88 -2.37  0.047
H -0.58 4.39 -0.80  0.051
H 2.48 1.29 -4.93  0.079
H 2.76 0.21 -3.54  0.025
H 3.54 1.80 -3.57  0.065
H 2.03 4.24 -3.65  0.093
H 2.75 3.80 -2.09  0.044
H 1.06 4.37 -2.17  0.039
H 0.08 1.76 -5.12  0.051
H -0.10 3.42 -4.47  0.070
H -1.15 2.12 -3.91  0.028
C -0.43 -1.92 -4.61  -0.518
C -1.50 -1.72 -5.51  -0.018
C -1.60 -2.53 -6.65  0.006
C -0.63 -3.50 -6.93  0.053
C 0.37 -3.73 -5.99  0.039
C 0.51 -2.94 -4.85  -0.043
S -0.07 -0.59 -3.52  0.808
H -0.65 -0.33 -1.95  -0.101
H -2.27 -1.00 -5.26  0.127
H -2.44 -2.44 -7.32  0.139
H -0.70 -4.09 -7.84  0.154
H 1.04 -4.56 -6.15  0.144
H 1.28 -3.16 -4.12  0.120
C -1.97 1.50 6.25  -0.011
C -1.04 2.11 5.41  -0.038
C -0.61 1.44 4.26  -0.112
C -1.12 0.16 3.94  -0.385
C -2.07 -0.42 4.79  -0.059
C -2.50 0.24 5.94  -0.017
P -0.46 -0.76 2.50  1.186
C 0.81 -1.87 3.27  -0.335
C 1.44 -2.85 2.47  -0.127
C 2.53 -3.56 2.95  -0.034
C 3.01 -3.32 4.24  -0.003
C 2.38 -2.36 5.05  -0.017
C 1.30 -1.64 4.57  -0.047
C -1.85 -1.82 2.06  -0.381
C -1.79 -3.22 2.02  -0.054
C -2.86 -3.96 1.50  -0.022
C -3.99 -3.31 1.01  -0.009
C -4.07 -1.91 1.06  -0.043
C -3.03 -1.18 1.60  -0.104
H -2.27 1.99 7.16  0.131
H -0.61 3.08 5.64  0.127
H 0.15 1.91 3.62  0.079
H -2.47 -1.41 4.54  0.122
H -3.21 -0.25 6.60  0.133
H 1.09 -3.05 1.46  0.075
H 2.98 -4.31 2.31  0.127
H 3.84 -3.90 4.64  0.135
H 2.71 -2.18 6.07  0.133
H 0.80 -0.90 5.20  0.114
H -0.93 -3.75 2.39  0.106
H -2.78 -5.04 1.45  0.133
H -4.82 -3.90 0.59  0.134
H -4.95 -1.38 0.68  0.128
H -3.14 -0.10 1.65  0.091

## Properties
2S+1   5
Net charge   +4
LUMO (spin up / spin down)   -0.4187 / -0.5339 hartree